# 1
A single C4H4FNOS molecule. Source: the Open Molecules 2025 dataset; level of theory: the ωB97M-V functional and the def2-TZVPD basis.

Energy relative to the best compared isomer or geometry (same formula, charge and spin) = 313.7 kJ/mol
Structure (SMILES) = On1cc(F)cc1S
Frontier orbital gap = 8.91 eV
Charge = 0
E_LUMO = 0.0058 Eh
Energy = -21299.3649 eV

Structure (XYZ):
```
12
Properties=species:S:1:pos:R:3:forces:R:3:nbo_charge:R:1
O -1.1043 1.7085 0.1655 -0.36 3.19 -5.74 -0.50
N -0.2876 0.6796 -0.1454 1.63 -0.57 1.25 -0.06
C 1.0944 0.8304 -0.0994 -1.40 0.61 -0.24 -0.18
C 1.5580 -0.4109 -0.0659 0.40 -2.12 0.99 0.33
F 2.8279 -0.8059 -0.0206 0.61 0.21 -0.21 -0.31
C 0.5164 -1.3492 0.1168 0.30 -1.28 -1.37 -0.34
C -0.6570 -0.6107 0.0829 0.95 -0.34 -0.51 -0.08
S -2.2918 -1.0631 -0.1384 -1.69 0.13 1.59 0.04
H -1.0910 2.1821 -0.9315 -0.78 -1.44 5.19 0.47
H 1.5489 1.7591 0.0887 0.37 0.94 -0.15 0.23
H 0.7272 -2.4379 -0.1078 -0.81 1.41 0.79 0.24
H -2.8412 -0.4821 1.0551 0.79 -0.75 -1.58 0.15
```
Forces are in eV/Å.



# 2
A molecular structure, C4H4HgO4. Source: the Open Molecules 2025 dataset; level of theory: the ωB97M-V functional and the def2-TZVPD basis.

Energy relative to the best compared isomer or geometry (same formula, charge and spin) = 16.4 kJ/mol
Frontier orbital gap = 7.08 eV
Charge = +2
E_LUMO = -0.4379 Eh
Energy = -16555.6664 eV

Structure (XYZ):
```
13
Properties=species:S:1:pos:R:3:forces:R:3:nbo_charge:R:1
O 0.2340 2.9407 -1.9093 -0.11 -2.54 0.77 -0.35
C 0.2034 1.8467 -1.6087 0.16 2.04 -0.74 0.42
Hg 0.3808 -1.0410 -1.0883 -0.60 1.62 1.01 1.43
C 2.4742 -1.4438 -1.6257 3.87 -4.27 -1.54 0.44
C -1.9298 -1.3031 -1.4686 -1.95 -3.92 -1.98 0.46
O 3.3424 -2.1451 -1.9305 -4.06 3.92 1.53 -0.22
O -2.6750 -2.0601 -1.9119 2.73 3.61 2.01 -0.25
C -0.6513 0.7362 1.9180 -0.93 0.94 0.33 -0.26
O 0.3571 -0.1000 1.3619 1.21 -1.00 -0.39 -0.81
H -1.5887 0.4831 1.4157 0.07 0.31 0.09 0.18
H -0.3841 1.8014 1.7963 -0.22 -0.50 -0.09 0.21
H -0.7875 0.5403 2.9866 0.11 -0.12 -0.23 0.23
H 1.0244 -0.2553 2.0644 -0.29 -0.09 -0.79 0.53
```
Forces are in eV/Å.



# 3
A single C4H4IN molecule. Source: the Open Molecules 2025 dataset; level of theory: the ωB97M-V functional and the def2-TZVPD basis.

Energy relative to the best compared isomer or geometry (same formula, charge and spin) = 98.8 kJ/mol
Structure (SMILES) = C/C=C(\I)C#N
Frontier orbital gap = 9.50 eV
Charge = 0
E_LUMO = -0.0062 Eh
Energy = -13802.0313 eV

Structure (XYZ):
```
10
Properties=species:S:1:pos:R:3:forces:R:3:nbo_charge:R:1
C -0.5157 -0.3939 -0.0881 0.69 -1.37 1.03 -0.69
C -0.0786 0.8918 -0.7294 0.76 -0.35 -1.33 -0.12
C -0.5019 2.1547 -0.5913 -0.02 -0.28 0.32 -0.27
I -1.9126 2.7904 0.9103 0.65 -0.40 -0.90 0.17
C 0.0543 3.1915 -1.4346 -1.08 -1.01 1.65 0.23
N 0.3661 4.1245 -2.0096 0.58 0.94 -0.90 -0.28
H 0.0366 -1.3905 -0.4202 -0.68 2.53 0.75 0.24
H -0.4513 -0.2199 1.0154 0.41 -0.54 -0.61 0.24
H -1.5627 -0.6739 -0.1655 -0.34 0.52 -0.58 0.25
H 0.7760 0.8115 -1.4550 -0.98 -0.05 0.57 0.23
```
Forces are in eV/Å.



# 4
A molecular structure, C4H4INOS. Source: the Open Molecules 2025 dataset; level of theory: the ωB97M-V functional and the def2-TZVPD basis.

Energy relative to the best compared isomer or geometry (same formula, charge and spin) = 1.4 kJ/mol
Frontier orbital gap = 8.83 eV
Charge = 0
E_LUMO = 0.0066 Eh
Energy = -26684.8136 eV

Structure (XYZ):
```
12
Properties=species:S:1:pos:R:3:forces:R:3:nbo_charge:R:1
C -0.1402 0.3444 -2.3293 -0.80 -0.38 -2.90 -0.15
C 0.2402 0.0775 -0.2518 -4.33 -0.82 2.70 0.08
C -1.2151 -0.0177 -0.2548 2.25 0.88 1.34 -0.47
C 0.9881 -0.2435 1.0055 1.50 -1.23 1.35 -0.09
N 0.7767 0.2434 -1.4485 1.12 -0.08 0.50 -0.42
O 0.1800 -0.6732 2.1464 0.23 0.79 -0.12 -0.73
S -1.7878 0.2005 -1.8142 0.87 0.16 -0.76 0.48
I -2.5950 0.2765 1.3306 0.30 -0.22 -0.68 0.21
H 0.1452 0.2879 -3.3888 -0.50 0.41 0.41 0.22
H 1.7402 -1.0826 0.7531 -1.29 0.99 0.44 0.20
H 1.6173 0.5271 1.4322 0.22 0.68 -0.67 0.19
H 0.0503 0.0595 2.8195 0.45 -1.16 -1.61 0.48
```
Forces are in eV/Å.